(1)
A structure of composition C19H41BrN5OSbSi3W, computed with wB97M-V/def2-TZVPD.

Cartesian coordinates (Å):
W (0.7257, -0.8509, -0.0471)
O (3.2423, -1.0150, -4.9865)
C (2.3647, -1.2136, -4.0208)
C (1.2620, -2.0943, -4.1429)
C (0.4077, -2.2623, -3.0880)
N (0.6475, -1.5784, -1.9550)
C (1.6612, -0.7293, -1.8263)
Br (2.7332, -0.6238, 1.2674)
C (2.5654, -0.5031, -2.8309)
H (3.0901, -1.5600, -5.7717)
H (1.1070, -2.6480, -5.0602)
H (-0.4419, -2.9308, -3.1134)
H (3.4243, 0.1426, -2.7223)
C (-0.3820, -6.7564, 0.5094)
C (-1.7855, -6.4267, 0.0095)
C (-1.8032, -6.1093, -1.4810)
C (-2.4395, -5.3281, 0.8520)
N (-1.5990, -4.1081, 0.9514)
C (-0.7512, -3.7508, 1.9285)
N (-0.1757, -2.6234, 1.5844)
N (-0.7006, -2.3394, 0.3919)
N (-1.5442, -3.2115, -0.0172)
H (-0.0381, -7.6928, 0.0742)
H (-0.3478, -6.8768, 1.5950)
H (0.3407, -5.9877, 0.2171)
H (-2.4242, -7.2972, 0.1812)
H (-1.2395, -5.1990, -1.7031)
H (-2.8194, -5.9855, -1.8556)
H (-1.3386, -6.9217, -2.0388)
H (-2.5824, -5.6615, 1.8789)
H (-3.3974, -5.0080, 0.4462)
H (-0.5842, -4.3133, 2.8324)
C (3.6968, 4.0118, -3.2843)
Si (3.9838, 4.6458, -1.5967)
C (3.4524, 6.3280, -1.1512)
C (4.9605, 3.6261, -0.4389)
Sb (-0.4014, 1.2825, 0.0935)
Si (0.0357, 2.1447, 5.8038)
C (-0.2588, 3.9399, 5.6753)
C (-1.3671, 1.0208, 6.1088)
C (1.7373, 1.4895, 5.7718)
Si (-3.7250, 2.2664, -1.7191)
C (-3.1640, 1.6336, -3.3358)
C (-4.6583, 1.1514, -0.6147)
C (-3.6591, 4.0533, -1.3538)
H (4.6683, 4.0064, -3.7974)
H (3.0149, 4.6308, -3.8653)
H (3.3485, 2.9770, -3.2759)
H (4.2650, 6.9941, -1.4843)
H (3.3463, 6.4789, -0.0775)
H (2.5562, 6.6467, -1.6834)
H (5.9209, 3.3912, -0.9129)
H (4.4668, 2.6677, -0.2543)
H (5.1528, 4.1230, 0.5108)
H (-0.7450, 4.1783, 4.7232)
H (0.6548, 4.5262, 5.7642)
H (-0.9625, 4.2439, 6.4573)
H (-2.3383, 1.4961, 5.9806)
H (-1.2863, 0.6991, 7.1573)
H (-1.3007, 0.1113, 5.5095)
H (2.2581, 1.7998, 4.8614)
H (1.7842, 0.4066, 5.8718)
H (2.2879, 1.9438, 6.6053)
H (-2.9051, 0.5756, -3.3123)
H (-2.3488, 2.2214, -3.7564)
H (-4.0211, 1.7418, -4.0175)
H (-4.1516, 0.1963, -0.4689)
H (-5.6042, 0.9269, -1.1278)
H (-4.9007, 1.6054, 0.3448)
H (-3.3800, 4.6412, -2.2276)
H (-2.9503, 4.2594, -0.5462)
H (-4.6404, 4.3816, -0.9963)

Calculated values
- Total charge: +4
- HOMO-LUMO gap (alpha / beta): 0.2464 / 0.2463 Ha
- Energy relative to the best compared isomer or geometry (same formula, charge and spin): 0.000 eV
- E: -4846.02176 hartree



(2)
A structure of composition C23H43N2OP3PtS in a non-equilibrium geometry, computed with wB97M-V/def2-TZVPD.

Cartesian coordinates (Å):
Pt (-0.9019, -0.2944, -0.5461)
P (-0.2499, 1.7314, 0.8323)
P (-1.4920, -2.3707, 0.2275)
P (-2.7940, 0.5346, -1.4442)
H (2.1717, 0.6608, -2.6953)
C (1.9203, 1.7405, -2.7748)
C (2.6084, 2.6411, -2.0504)
H (3.6026, 2.4562, -1.6630)
C (1.1776, 2.3256, 1.8245)
C (-1.2989, 1.3749, 2.2913)
C (-0.9189, 3.3485, 0.2894)
C (-1.3235, -3.6279, -1.0656)
C (-0.5737, -3.0969, 1.6035)
C (-3.2110, -2.2946, 0.7894)
C (-2.4866, 2.0183, -2.4656)
C (-3.8437, 1.1424, -0.0882)
C (-3.9782, -0.6281, -2.2816)
H (0.9328, 1.9983, -3.2507)
H (2.1890, 3.6369, -1.8780)
H (2.1037, 2.0290, 1.3390)
H (1.1600, 1.8892, 2.8319)
H (1.1699, 3.4181, 1.9352)
H (-1.0323, 0.3987, 2.6969)
H (-2.3599, 1.3822, 2.0488)
H (-1.0799, 2.1328, 3.0512)
H (-0.6986, 3.5014, -0.7720)
H (-0.4492, 4.1672, 0.8434)
H (-2.0052, 3.4085, 0.4446)
H (-1.7548, -4.5992, -0.7898)
H (-0.2512, -3.7694, -1.2347)
H (-1.7671, -3.2914, -2.0075)
H (-0.9644, -4.0758, 1.8935)
H (-0.6084, -2.4635, 2.4909)
H (0.4729, -3.2386, 1.3312)
H (-3.5491, -3.2418, 1.2174)
H (-3.9103, -2.0372, -0.0089)
H (-3.3092, -1.5371, 1.5707)
H (-2.8140, 1.8642, -3.5071)
H (-1.4071, 2.2455, -2.4577)
H (-3.0233, 2.8814, -2.0307)
H (-4.8538, 1.2988, -0.5065)
H (-3.4409, 2.0885, 0.2867)
H (-3.8938, 0.3907, 0.7105)
H (-4.0673, -0.3675, -3.3607)
H (-4.9730, -0.5270, -1.7957)
H (-3.6354, -1.6661, -2.1732)
C (-0.8036, -0.8568, -5.2572)
C (-1.3552, -1.8725, -6.0822)
C (-1.2965, -1.7368, -7.4453)
C (-0.6756, -0.6115, -7.9820)
C (-0.0325, 0.3696, -7.1993)
C (-0.0756, 0.2439, -5.8212)
S (-1.1481, -0.8037, -3.6384)
H (-0.0680, -1.1759, -1.4454)
H (-1.8962, -2.6706, -5.5589)
H (-1.7382, -2.5379, -8.0467)
H (-0.6957, -0.4371, -9.0452)
H (0.4801, 1.2377, -7.6067)
H (0.3459, 0.9512, -5.1184)
N (6.3802, -1.5594, 0.5089)
C (5.2302, -1.1973, -0.1801)
O (5.2429, -0.8916, -1.3587)
C (3.9615, -1.1401, 0.6391)
C (3.9389, -1.1597, 2.0439)
C (2.7210, -0.9655, 2.6881)
C (1.5756, -0.8388, 1.8848)
N (1.5495, -0.8964, 0.5565)
C (2.7410, -1.0004, -0.0666)
H (7.2403, -1.6735, -0.0267)
H (6.3298, -2.0088, 1.3982)
H (4.8869, -1.2727, 2.5447)
H (2.5650, -0.8366, 3.7582)
H (0.6250, -0.6444, 2.3452)
H (2.7115, -0.9726, -1.1506)

Calculated values
- Total charge: +4
- Multiplicity: 5
- HOMO-LUMO gap (alpha / beta): 0.1864 / 0.1025 Ha
- Energy relative to the best compared isomer or geometry (same formula, charge and spin): 4.198 eV
- E: -2626.82082 hartree
- <S²>: 6.031



(3)
A structure of composition C4H7N2OS in a non-equilibrium geometry, computed with wB97M-V/def2-TZVPD.

Cartesian coordinates (Å):
C (1.3345, -0.6553, 0.2551)
C (-4.2399, 0.0735, 0.3410)
C (-1.0005, -1.2521, -0.0923)
C (2.2113, 0.5986, 0.2717)
N (1.5721, -1.8587, 0.1509)
N (-0.0702, -0.3325, 0.0544)
O (-1.3128, -2.3134, -0.3014)
S (-2.7125, 0.2705, -0.1458)
H (-5.0071, 0.7930, 0.1104)
H (-4.6754, -0.7638, 0.7909)
H (2.6412, 0.7047, 1.2481)
H (1.6708, 1.5242, 0.1333)
H (3.0588, 0.7562, -0.4841)
H (2.5565, -2.1901, 0.0861)
H (-0.4737, 0.5751, 0.3800)

Calculated values
- Total charge: +1
- HOMO-LUMO gap (alpha / beta): 0.3135 / 0.3134 Ha
- Energy relative to the best compared isomer or geometry (same formula, charge and spin): 2.598 eV
- E: -739.20852 hartree



(4)
An isolated molecule of C19H22N2O5, computed with wB97M-V/def2-TZVPD.

Cartesian coordinates (Å):
C (-5.5786, -0.6727, -2.3730)
C (-4.8413, 0.0763, -1.2728)
O (-3.6245, -0.5825, -0.9153)
C (-3.7428, -1.6171, -0.0719)
O (-4.7778, -1.9715, 0.4395)
N (-2.5695, -2.2594, 0.2041)
C (-1.2517, -2.0774, -0.2176)
C (-0.2764, -2.8806, 0.3805)
C (1.0484, -2.7402, 0.0250)
C (1.4404, -1.8094, -0.9234)
C (0.4727, -1.0174, -1.5269)
O (0.7253, -0.0540, -2.4674)
C (2.0645, 0.2351, -2.7936)
C (2.8938, 0.7932, -1.6236)
O (4.1045, 0.7511, -1.6329)
N (2.1171, 1.3191, -0.6535)
C (2.4736, 1.7486, 0.6279)
C (3.7711, 2.0531, 1.0020)
C (4.0351, 2.4716, 2.2963)
C (3.0050, 2.5933, 3.2079)
C (1.7011, 2.2862, 2.8451)
C (1.4217, 1.8552, 1.5595)
O (0.1824, 1.5275, 1.0701)
C (-0.8913, 1.3053, 1.9618)
C (-0.7200, 0.0340, 2.7860)
C (-0.8693, -1.1517, -1.1747)
H (-5.8903, -1.6488, -2.0096)
H (-4.9323, -0.8056, -3.2376)
H (-6.4589, -0.1098, -2.6696)
H (-4.5314, 1.0681, -1.6087)
H (-5.4740, 0.1623, -0.3837)
H (-2.7004, -3.0128, 0.8677)
H (-0.5638, -3.6073, 1.1263)
H (1.7963, -3.3587, 0.4972)
H (2.4853, -1.7104, -1.1682)
H (2.5858, -0.6372, -3.2057)
H (2.0118, 1.0001, -3.5745)
H (1.1128, 1.2585, -0.7802)
H (4.5626, 1.9488, 0.2788)
H (5.0479, 2.7043, 2.5862)
H (3.2058, 2.9252, 4.2153)
H (0.9139, 2.3889, 3.5756)
H (-1.0431, 2.1768, 2.6107)
H (-1.7602, 1.2074, 1.3050)
H (-1.6226, -0.1504, 3.3619)
H (-0.5406, -0.8093, 2.1232)
H (0.1231, 0.1211, 3.4668)
H (-1.5884, -0.5165, -1.6590)

Calculated values
- HOMO-LUMO gap: 0.3262 Ha
- Energy relative to the best compared isomer or geometry (same formula, charge and spin): 1.407 eV
- E: -1222.97111 hartree



(5)
A cluster of 2 separate species, C2H7N2OP in total in a non-equilibrium geometry, computed with wB97M-V/def2-TZVPD.

Cartesian coordinates (Å):
C (0.6519, 1.2476, 0.8073)
C (1.0391, 1.4200, -0.6124)
N (0.9009, -0.2303, 1.1178)
N (-2.1165, -1.5601, -0.6381)
O (1.4638, 0.2893, -1.1914)
P (1.5646, -1.0577, -0.2266)
H (1.4116, 1.7965, 1.3621)
H (-0.3376, 1.4283, 0.9092)
H (0.9166, 2.3996, -1.0768)
H (-2.7922, -2.1719, -0.1020)
H (1.3580, -0.2533, 2.0632)
H (-1.2896, -2.0958, -1.0715)
H (-2.7705, -1.2124, -1.3408)

Calculated values
- HOMO-LUMO gap (alpha / beta): 0.2637 / 0.2832 Ha
- Energy relative to the best compared isomer or geometry (same formula, charge and spin): 4.067 eV
- E: -606.40456 hartree



(6)
A cluster of 3 separate species, C16H29N2O9 in total in a non-equilibrium geometry, computed with wB97M-V/def2-TZVPD.

Cartesian coordinates (Å):
C (0.6450, -3.2969, 1.6152)
C (1.3428, -3.0668, 0.1879)
O (1.2465, -1.7172, -0.3146)
C (0.2116, -1.5811, -1.3218)
C (-0.7307, -0.3172, -0.9023)
C (-1.4684, -0.7137, 0.4961)
N (-2.9470, -0.3789, 0.4557)
C (-3.6138, -1.3505, 1.3671)
C (-4.3421, -2.5815, 0.6342)
N (-3.6740, -3.0404, -0.6302)
C (-0.7285, -0.0593, 1.7731)
O (-1.3188, 0.1177, 2.9053)
O (0.6126, 0.3433, 1.7295)
H (1.1126, -4.2209, 2.0996)
H (-0.4830, -3.5323, 1.5074)
H (0.7167, -2.3940, 2.3168)
H (0.9718, -3.8669, -0.5376)
H (2.4704, -3.2744, 0.3456)
H (0.7074, -1.2644, -2.3202)
H (-0.4361, -2.5187, -1.4437)
H (-0.0096, 0.5541, -0.7389)
H (-1.4966, -0.0556, -1.7154)
H (-1.4357, -1.8704, 0.5129)
H (-3.3044, -0.4812, -0.5066)
H (-4.4231, -0.7644, 1.9448)
H (-2.9048, -1.7849, 2.1547)
H (-5.4470, -2.3879, 0.3936)
H (-4.3096, -3.4835, 1.3596)
H (-3.4042, -4.0329, -0.5675)
H (-4.3552, -2.9915, -1.4095)
C (3.3275, 1.6998, 2.1796)
C (4.2342, 1.2579, 3.3102)
C (5.1312, 2.3481, 3.8188)
O (6.2463, 1.6208, 4.3175)
C (6.3128, 0.4673, 3.5904)
O (7.2532, -0.2763, 3.5878)
O (5.1737, 0.2763, 2.8697)
H (2.8861, 2.6789, 2.3794)
H (3.8671, 1.7353, 1.2286)
H (2.5099, 0.9835, 2.0516)
H (3.6416, 0.8200, 4.1211)
H (4.6619, 2.9333, 4.6113)
H (5.4799, 3.0268, 3.0332)
C (-1.4379, 4.4412, -4.3749)
C (-1.4337, 3.1196, -3.6324)
C (-0.7515, 2.0138, -4.3844)
O (-1.4076, 0.8570, -3.8895)
C (-2.6604, 1.2497, -3.5194)
O (-3.5572, 0.4991, -3.2679)
O (-2.7546, 2.6100, -3.4782)
H (-0.4661, 4.6490, -4.8283)
H (-2.2080, 4.4586, -5.1505)
H (-1.6682, 5.2579, -3.6849)
H (-1.0009, 3.2470, -2.6341)
H (0.3191, 1.9727, -4.1772)
H (-0.9031, 2.0650, -5.4681)

Calculated values
- Total charge: -1
- HOMO-LUMO gap: 0.2312 Ha
- E: -1413.70454 hartree